(1)
Here is a 10-piece molecular cluster, C25H70O10 overall from the Open Molecules 2025 dataset. Energies are from ωB97M-V/def2-TZVPD.

Computed properties:
E_HOMO = -9.6 eV
total charge = 0
HOMO-LUMO gap = 9.9 eV
SMILES = CC(C)O.CC(C)O.CC(C)O.CC(C)O.CC(C)O.CCO.CCO.CCO.CCO.CCO

Last column: Mulliken charge in e.
CARTESIAN COORDINATES (ANGSTROEM)
C -12.90599 13.68842 5.80199  -0.341
C -13.16426 15.01564 5.01572  -0.570
O -14.08234 15.78914 5.75017  -0.498
H -13.83683 13.12338 5.85055  -0.019
H -12.49587 14.02575 6.75389  0.274
H -12.16735 13.10513 5.25218  0.278
H -13.54801 14.82281 4.01389  0.335
H -12.27417 15.63437 4.90168  0.311
H -14.97994 15.58519 5.47754  0.277
C -12.42469 9.91769 12.28586  -1.366
C -13.78374 10.24802 11.90927  0.293
O -13.74385 11.29245 10.97994  -0.485
H -12.03969 10.84269 12.71508  0.296
H -11.79878 9.53342 11.48046  0.267
H -12.41252 9.15750 13.06693  0.397
H -14.26305 10.55214 12.83980  0.276
H -14.45418 9.43553 11.62912  0.093
H -14.59739 11.38738 10.55092  0.035
C -17.02804 6.39191 11.50256  -0.895
C -15.89704 5.73687 10.68419  -0.247
O -16.43096 5.23213 9.48289  -0.511
H -16.68446 6.74017 12.47661  0.363
H -17.79145 5.67552 11.80601  0.472
H -17.47618 7.25938 11.01803  -0.063
H -15.42655 4.97936 11.31103  0.388
H -15.17544 6.52337 10.46332  0.134
H -16.95445 4.46001 9.70959  0.224
C -18.05780 14.58177 8.40947  -0.376
C -19.14322 13.73569 7.68896  0.064
O -20.15549 13.33738 8.48733  -0.659
H -17.31210 14.96181 7.71118  0.247
H -17.53722 13.88027 9.06139  -0.342
H -18.41399 15.41228 9.01896  0.386
H -18.73895 12.83692 7.22327  -0.267
H -19.53527 14.29996 6.84281  0.529
H -20.81371 12.95178 7.90453  0.327
C -15.86372 13.92601 11.76642  -0.881
C -14.92931 14.42670 10.68357  0.391
O -15.04545 15.82353 10.47749  -0.610
H -15.69826 14.47546 12.69316  0.451
H -15.74325 12.86225 11.97130  0.069
H -16.91691 14.05608 11.51744  0.196
H -15.23928 13.89442 9.78429  -0.253
H -13.89127 14.16451 10.88810  0.344
H -14.66672 16.06922 9.63025  0.318
C -20.77953 9.45324 6.05111  -1.623
C -19.50524 10.27713 5.69394  2.262
C -18.34224 9.52392 5.02610  -1.036
O -19.91655 11.22150 4.80439  -0.645
H -21.55400 10.08175 6.49072  0.374
H -20.49870 8.69294 6.77995  0.303
H -21.26127 9.00321 5.18307  0.407
H -19.20619 10.78963 6.60828  -1.139
H -18.12712 8.61444 5.58704  0.020
H -17.41520 10.09707 5.03954  0.308
H -18.55948 9.14332 4.02807  0.443
H -19.15784 11.75973 4.56717  0.387
C -12.45494 8.86477 7.75396  -0.586
C -11.61173 8.83436 6.46469  0.458
C -11.50772 10.18763 5.84230  -1.272
O -10.31288 8.37517 6.74661  -0.593
H -13.50198 8.98405 7.47539  -0.476
H -12.09779 9.63181 8.44112  0.544
H -12.38704 7.91370 8.28213  0.338
H -12.13421 8.14125 5.80536  0.206
H -10.83809 10.85464 6.38526  0.362
H -12.42510 10.73304 5.62083  0.219
H -10.97614 10.04023 4.90221  0.355
H -9.96217 8.85975 7.49745  0.364
C -20.58482 10.16241 10.00802  -0.890
C -19.93246 10.94212 11.19232  0.495
C -19.35423 9.99430 12.31258  -1.085
O -18.92894 11.76097 10.61389  -0.365
H -21.53527 9.70659 10.28547  0.490
H -19.90457 9.37821 9.67575  0.049
H -20.73679 10.81361 9.14724  0.093
H -20.67491 11.59281 11.65434  0.328
H -18.73015 9.18211 11.93980  -0.048
H -20.13144 9.46337 12.86227  0.432
H -18.71056 10.50610 13.02802  0.381
H -19.31111 12.36995 9.97775  0.148
C -14.78691 6.36927 6.43019  -0.626
C -16.10865 5.85289 5.86884  0.507
C -16.02471 4.37968 5.36186  -1.498
O -17.15400 5.82546 6.82228  -0.529
H -15.00428 7.39116 6.74096  -0.052
H -14.01461 6.33908 5.66159  0.424
H -14.49559 5.81968 7.32527  0.205
H -16.53661 6.50253 5.10534  0.306
H -15.31023 4.29526 4.54302  0.385
H -16.99458 4.23395 4.88623  0.378
H -15.78772 3.64350 6.12995  0.299
H -16.79990 5.56574 7.67595  0.415
C -17.14534 9.38032 8.37771  0.891
C -16.04052 10.34687 8.65171  1.769
C -15.73591 11.31125 7.50788  -1.240
O -16.37201 11.11346 9.82588  0.297
H -18.12764 9.79545 8.15217  -0.744
H -17.12139 8.58761 9.12547  -0.573
H -16.83988 8.85195 7.47460  -0.343
H -15.12515 9.78851 8.84774  -0.162
H -15.01263 12.05805 7.83532  0.195
H -16.65481 11.75954 7.13001  -0.119
H -15.37309 10.75102 6.64614  0.432
H -17.31972 11.26655 9.82675  -0.280

(2)
Here is a 10-piece molecular cluster, C25H70O10 overall from the Open Molecules 2025 dataset. Energies are from ωB97M-V/def2-TZVPD.

Computed properties:
E_HOMO = -9.5 eV
total charge = 0
HOMO-LUMO gap = 9.7 eV
SMILES = CC(C)O.CC(C)O.CC(C)O.CC(C)O.CC(C)O.CCO.CCO.CCO.CCO.CCO

Last column: Mulliken charge in e.
CARTESIAN COORDINATES (ANGSTROEM)
C -0.86871 0.18208 -4.41684  -0.652
C -1.74057 -0.83546 -3.68844  -0.648
O -1.89487 -0.41999 -2.32992  -0.354
H -0.06735 0.54960 -3.77587  -0.124
H -1.44249 1.06165 -4.70878  0.388
H -0.53507 -0.20590 -5.37927  0.417
H -1.38800 -1.86674 -3.67214  0.358
H -2.68817 -0.92548 -4.21952  0.457
H -2.50229 0.32253 -2.36608  0.206
C -1.09474 4.82462 -0.46357  -0.878
C -1.54159 4.33083 0.86420  -0.188
O -0.46190 4.21942 1.73494  -0.471
H -1.89591 4.90865 -1.19785  0.379
H -0.37614 4.14133 -0.91615  -0.045
H -0.57376 5.77698 -0.36515  0.396
H -1.98190 3.34703 0.70183  0.139
H -2.32785 5.02081 1.17048  0.426
H -0.80661 3.76522 2.50726  0.314
C 2.64905 -3.96459 0.67566  -0.835
C 2.18610 -3.52051 2.09080  0.249
O 2.34774 -4.61995 2.97549  -0.570
H 2.42718 -3.25897 -0.12495  0.089
H 2.20092 -4.93226 0.45006  0.322
H 3.72945 -4.10836 0.66312  0.372
H 1.13233 -3.24444 2.12888  -0.194
H 2.81683 -2.74354 2.52278  0.265
H 3.29479 -4.72581 3.09163  0.316
C 2.78770 3.31321 2.26412  -0.606
C 4.05499 3.53989 3.03673  -0.630
O 5.08181 2.84244 2.35461  -0.511
H 1.92124 3.81508 2.69480  0.156
H 2.59450 2.26096 2.05547  0.148
H 2.89498 3.77972 1.28486  0.533
H 4.08270 3.10873 4.03745  0.322
H 4.20155 4.61668 3.12131  0.304
H 5.17518 3.40163 1.57989  0.312
C 5.02947 -1.68127 -3.73480  -1.310
C 3.59906 -1.56012 -3.17346  0.020
O 3.52205 -0.59948 -2.10394  -0.632
H 5.78793 -1.77654 -2.95778  0.314
H 5.27444 -0.71825 -4.18277  0.276
H 5.16526 -2.53513 -4.39857  0.368
H 3.22588 -2.50692 -2.78306  0.259
H 2.85446 -1.29421 -3.92377  0.172
H 2.66167 -0.70137 -1.69047  0.348
C -2.12199 -2.69786 3.05298  -1.143
C -2.90101 -3.53990 4.14612  0.140
C -3.78987 -4.58546 3.59370  -1.290
O -1.98733 -4.16557 4.95374  -0.565
H -2.82665 -2.08374 2.49226  0.299
H -1.57839 -3.38577 2.40539  0.464
H -1.33785 -2.08242 3.49396  0.416
H -3.48930 -2.79910 4.68762  0.349
H -4.22019 -5.24059 4.35115  0.365
H -3.27991 -5.13241 2.80067  0.306
H -4.70283 -4.17812 3.15933  0.329
H -1.41365 -4.69912 4.39893  0.374
C 0.58964 3.76699 -3.96356  -0.876
C 2.07250 3.46797 -3.75573  0.635
C 2.55421 2.20070 -4.46439  -0.903
O 2.85859 4.57057 -4.22785  -0.625
H 0.00247 3.00844 -3.44593  0.003
H 0.26614 3.68755 -5.00141  0.420
H 0.19500 4.67973 -3.51715  0.328
H 2.25757 3.35866 -2.68714  0.036
H 2.35104 2.18018 -5.53509  0.421
H 2.15347 1.25598 -4.09695  -0.035
H 3.63472 2.13373 -4.33744  0.333
H 2.66867 4.64065 -5.16626  0.367
C -4.20030 -3.42158 -0.13243  -1.174
C -3.74753 -3.85435 -1.46995  0.397
C -4.48917 -3.22731 -2.68246  -1.214
O -2.40179 -3.41500 -1.50349  -0.458
H -4.41422 -2.35286 -0.11945  0.303
H -3.48673 -3.59705 0.67264  0.090
H -5.12169 -3.93992 0.13303  0.471
H -3.81397 -4.94210 -1.49187  0.401
H -4.01773 -3.61602 -3.58510  0.327
H -4.47982 -2.13751 -2.70110  0.154
H -5.52817 -3.54876 -2.75480  0.453
H -2.36001 -2.46326 -1.38500  0.201
C -2.20086 1.35136 4.11022  -1.351
C -0.96964 2.13136 4.55540  0.381
C 0.33584 1.65846 3.96110  -0.552
O -1.14280 3.51308 4.37386  -0.655
H -2.17896 0.34044 4.51723  0.357
H -2.21642 1.14283 3.04046  0.146
H -3.18456 1.71521 4.40694  0.414
H -0.94986 2.03675 5.64111  0.377
H 0.29283 1.60954 2.87304  -0.284
H 0.72222 0.67177 4.21652  0.531
H 1.13647 2.35800 4.20135  0.284
H -0.49483 3.97922 4.90719  0.328
C 0.35287 1.52594 -0.84437  -0.420
C 0.75624 0.08018 -0.36292  0.683
C -0.27982 -0.55981 0.54958  -0.902
O 0.84468 -0.67712 -1.50264  0.035
H -0.70258 1.59898 -1.10668  0.309
H 0.97194 1.86813 -1.67368  -0.550
H 0.48936 2.30737 -0.09681  0.240
H 1.69466 0.17861 0.18276  0.496
H 0.02783 -1.57340 0.80663  0.122
H -1.20878 -0.76322 0.01689  0.139
H -0.50126 0.04711 1.42749  -0.004
H 0.00062 -0.77025 -1.95040  -0.196

Which of them is the least stable? Correct choice: (2).